A structure of composition C23H49Cl16IIn at a distorted geometry, computed with ωB97M-V with the def2-TZVPD basis set.

XYZ file:
```
90
Properties=species:S:1:pos:R:3:lowdin_charge:R:1
C 1.67 5.22 -1.90 -0.1305
C 0.59 4.33 -1.29 -0.4309
C 1.16 2.97 -0.83 -0.8135
I 0.63 1.41 -2.24 0.7478
In 0.51 2.31 1.23 0.4076
C 2.04 0.77 1.85 -0.2924
C 3.50 1.22 1.73 -0.5130
C 3.75 2.62 2.29 -0.1099
C 4.03 1.10 0.29 -0.0828
H 1.23 6.00 -2.51 0.0589
H 2.30 5.65 -1.13 0.0671
H 2.30 4.61 -2.54 0.0632
H -0.15 4.14 -2.05 0.0522
H 0.11 4.83 -0.46 0.0704
H 2.25 3.01 -0.85 -0.0244
H -1.12 1.59 1.22 -0.0861
H 0.45 3.71 2.36 -0.1064
H 1.85 -0.08 1.21 -0.0314
H 1.83 0.52 2.89 -0.0304
H 4.10 0.55 2.35 0.0892
H 3.59 2.61 3.37 0.0543
H 4.76 2.95 2.08 0.0699
H 3.07 3.37 1.87 0.0358
H 4.61 1.98 0.02 0.0644
H 3.24 0.95 -0.43 0.0292
H 4.69 0.24 0.22 0.0260
Cl 5.21 -2.38 1.15 0.5586
C 4.06 -3.33 2.13 -0.6675
C 3.29 -2.47 3.11 -0.6563
Cl 4.34 -1.84 4.41 0.5311
H 4.63 -4.10 2.64 0.0614
H 3.37 -3.80 1.44 0.0360
H 2.52 -3.08 3.59 0.0760
H 2.82 -1.62 2.62 0.0299
Cl 0.80 0.68 -7.64 0.5232
C 1.92 -0.15 -6.53 -0.6590
C 1.31 -1.39 -5.94 -0.6555
Cl 0.01 -1.00 -4.80 0.4932
H 2.21 0.56 -5.76 0.0629
H 2.80 -0.41 -7.12 0.0699
H 2.07 -1.93 -5.38 0.0723
H 0.91 -2.05 -6.71 0.0668
Cl 1.66 -2.27 -0.29 0.6150
C 0.07 -2.29 -1.09 -0.7048
C -0.31 -3.65 -1.62 -0.6437
Cl 0.70 -4.15 -3.00 0.5137
H 0.10 -1.54 -1.87 -0.0343
H -0.65 -1.98 -0.34 0.0092
H -1.34 -3.62 -1.97 0.0653
H -0.22 -4.41 -0.85 0.0654
Cl -2.76 -0.57 -1.05 0.5980
C -4.01 -0.44 0.21 -0.6373
C -3.40 0.01 1.52 -0.6761
Cl -2.37 -1.27 2.22 0.5403
H -4.49 -1.41 0.31 0.0655
H -4.74 0.28 -0.14 0.0583
H -4.20 0.21 2.24 0.0721
H -2.79 0.90 1.40 -0.0206
Cl 0.53 1.47 8.32 0.5140
C 2.13 0.89 7.79 -0.6699
C 2.32 0.97 6.30 -0.7048
Cl 1.31 -0.17 5.39 0.5839
H 2.25 -0.12 8.16 0.0665
H 2.86 1.54 8.27 0.0425
H 3.35 0.74 6.05 0.0403
H 2.09 1.97 5.93 0.0249
Cl 4.70 3.28 6.74 0.5845
C 4.02 4.70 5.89 -0.6344
C 3.05 5.47 6.75 -0.6518
Cl 1.54 4.57 7.03 0.5692
H 3.55 4.35 4.97 0.0585
H 4.87 5.34 5.63 0.0726
H 2.78 6.40 6.24 0.0723
H 3.49 5.72 7.71 0.0643
Cl -6.11 -0.39 -2.97 0.5438
C -4.78 -1.19 -3.86 -0.6773
C -5.29 -2.12 -4.92 -0.6474
Cl -6.09 -3.56 -4.22 0.5462
H -4.16 -1.70 -3.14 0.0188
H -4.19 -0.40 -4.32 0.0791
H -4.46 -2.48 -5.52 0.0742
H -6.01 -1.63 -5.58 0.0675
Cl -10.71 -4.68 -6.90 0.5309
C -10.04 -5.99 -5.90 -0.6679
C -8.53 -6.02 -5.93 -0.6755
Cl -7.89 -6.50 -7.52 0.5311
H -10.45 -6.93 -6.26 0.0644
H -10.38 -5.82 -4.88 0.0717
H -8.16 -6.75 -5.20 0.0738
H -8.11 -5.05 -5.68 0.0207
```

Output
- HOMO (eV) = -4.574
- charge = -1

A cluster of 2 separate species, C6H5ClN2O in total at a distorted geometry, computed with ωB97M-V with the def2-TZVPD basis set.

XYZ file:
```
15
Properties=species:S:1:pos:R:3:nbo_charge:R:1
C 0.50 -2.10 0.55 -0.2051
C -0.03 -1.16 1.42 -0.2069
C 0.78 -1.75 -0.77 -0.2017
C -0.28 0.12 0.99 -0.1897
C 0.55 -0.47 -1.23 -0.2151
C 0.01 0.49 -0.34 0.0444
N -1.34 2.89 0.74 -0.3382
N -0.25 1.74 -0.71 0.1619
O -0.16 2.44 -1.70 -0.2889
Cl -1.45 4.14 -0.21 0.3152
H 0.69 -3.11 0.89 0.2154
H -0.25 -1.43 2.44 0.2197
H 1.19 -2.49 -1.44 0.2194
H -0.70 0.89 1.62 0.2428
H 0.76 -0.20 -2.25 0.2268
```

Output
- spin multiplicity = 3
- HOMO (alpha / beta) (eV) = -7.599 / -9.370